ORCA calculation (ωB97M-V/def2-TZVPD) on one molecule with the formula C4H7NS.

Geometry as XYZ:
```
13
Properties=species:S:1:pos:R:3:nbo_charge:R:1
S 2.6744 -0.3682 -0.1076 0.003
C 1.4337 0.7395 0.1064 -0.205
C 0.2808 0.2798 0.8285 -0.175
C -0.8205 0.6642 -0.2191 -0.462
C -0.8714 -0.9032 -0.4731 -0.204
N 0.0099 -1.0229 0.7098 -0.623
H 1.5377 1.7070 -0.4649 0.230
H 0.1004 0.5484 1.8652 0.242
H -1.8760 0.6406 0.2048 0.228
H -1.0008 1.5683 -0.9974 0.236
H -0.5173 -1.0544 -1.3959 0.177
H -1.8270 -1.3874 -0.3003 0.186
H 0.8761 -1.4119 0.2436 0.368
```

Summary:
Strongest force on any atom in eV/Å: 7.4
LUMO in Ha: -0.02357
Structure (SMILES): S=C[C@H]1CCN1
HOMO-LUMO gap in eV: 8.396
Charge: 0
Multiplicity: 1

ORCA calculation (ωB97M-V/def2-TZVPD) on one molecule with the formula C4H7NS.

Geometry as XYZ:
```
13
Properties=species:S:1:pos:R:3:nbo_charge:R:1
H 1.2623 -1.7417 -0.5214 0.345
N 1.3804 -1.3059 0.3921 -0.604
C 0.7973 -0.1993 0.5433 0.264
C 0.5738 0.8245 1.6403 -0.580
S -0.8852 1.5841 0.8012 0.066
C -0.0250 0.3213 -0.5808 -0.247
C -1.1629 -0.4510 -1.2792 -0.656
H 0.4599 0.2555 2.5478 0.238
H 1.4093 1.6042 1.9799 0.247
H 0.5089 1.0260 -1.3256 0.239
H -0.7071 -1.4617 -1.6060 0.217
H -1.5944 0.2577 -2.0702 0.236
H -2.0173 -0.7135 -0.5215 0.235
```

Summary:
Strongest force on any atom in eV/Å: 4.5
LUMO in Ha: 0.02575
Structure (SMILES): [H]/N=C1/CS[C@@H]1C
HOMO-LUMO gap in eV: 9.560
Charge: 0
Multiplicity: 1

ORCA calculation (ωB97M-V/def2-TZVPD) on C4H7NS as an isolated structure.

Geometry as XYZ:
```
13
Properties=species:S:1:pos:R:3:nbo_charge:R:1
C -0.0927 1.8937 -0.9662 -0.657
C -0.2006 0.8351 0.1609 0.067
C -0.0686 -1.6227 0.2141 -0.048
C 0.0013 -1.8882 1.5020 -0.466
H 1.1609 2.1414 -1.3982 0.231
H -0.6197 1.5136 -1.9535 0.186
H -0.5653 2.8638 -0.6045 0.252
H 0.0492 -0.4030 -1.5028 0.410
H -0.0689 -2.2963 -0.7188 0.203
H 0.3700 -3.0273 1.5769 0.222
H -0.1404 -1.1667 2.5178 0.279
N -0.1378 -0.3725 -0.3751 -0.578
S 0.3125 1.5292 1.5472 -0.100
```

Summary:
Strongest force on any atom in eV/Å: 4.7
LUMO in Ha: -0.00021
HOMO-LUMO gap in eV: 8.159
Charge: 0
Multiplicity: 1

ORCA calculation (ωB97M-V/def2-TZVPD) on C4H7NS2 as an isolated structure.

Geometry as XYZ:
```
14
Properties=species:S:1:pos:R:3:nbo_charge:R:1
C 0.7823 -0.0596 -1.2386 0.163
C 1.5223 -0.0145 0.1149 -0.541
C 0.4878 0.2248 1.2379 -0.361
C -1.0599 0.1196 -0.0553 -0.136
N -0.4340 0.1448 -1.3114 -0.451
S -2.2645 1.4918 0.1095 -0.024
S -1.8364 -1.4795 0.3653 -0.002
H 1.3399 -0.0862 -2.1430 0.186
H 2.1160 -0.9709 0.3850 0.238
H 2.3851 0.6938 0.1803 0.241
H 0.2542 -0.5752 1.9030 0.211
H 0.6111 1.1569 1.7843 0.211
H -2.9625 1.6296 -1.0214 0.142
H -0.9414 -2.2755 -0.3104 0.124
```

Summary:
Strongest force on any atom in eV/Å: 3.8
LUMO in Ha: 0.02752
HOMO-LUMO gap in eV: 9.579
Charge: 0
Multiplicity: 1